A) {
  "formula": "C2H2N2O3",
  "method": "wB97M-V/def2-TZVPD",
  "elements": ["C", "H", "N", "C", "H", "N", "O", "O", "O"],
  "coordinates": [[-0.864, 1.090, -0.055], [-1.515, 1.925, 0.295], [0.719, -0.213, 0.236], [0.020, -0.431, -1.026], [1.535, -1.460, 1.503], [-1.040, 0.516, -1.243], [0.157, 1.043, 0.744], [0.481, -1.249, -1.727], [0.507, -1.220, 1.273]],
  "e_homo_ev": -10.8,
  "e_lumo_ev": 0.1
}


B) {
  "formula": "C2H2N2O3",
  "method": "wB97M-V/def2-TZVPD",
  "elements": ["H", "O", "O", "C", "O", "H", "N", "C", "N"],
  "coordinates": [[-3.314, -0.249, 0.609], [2.723, -0.506, 0.367], [-2.901, -0.083, -0.223], [-0.613, -0.610, -0.186], [1.475, 1.133, -0.444], [2.054, 1.805, -0.149], [-1.689, -0.426, 0.332], [1.711, -0.125, -0.103], [0.555, -0.941, -0.204]],
  "e_homo_ev": -10.0,
  "smiles": "O=C(O)N=C=NO",
  "e_lumo_ev": -0.1
}


On energetic grounds, B) is preferred over the next structure by 0.0519 hartree.


A) {
  "formula": "C2H2N2O3",
  "method": "wB97M-V/def2-TZVPD",
  "elements": ["N", "C", "O", "O", "O", "H", "H", "N", "C"],
  "coordinates": [[-0.871, 0.439, -0.620], [-1.880, 0.119, -0.151], [1.236, 1.810, -0.301], [1.367, -1.561, 0.827], [-2.807, -0.441, 0.239], [0.365, -1.607, 1.071], [-0.449, 0.994, -1.307], [1.746, -0.410, 0.246], [1.294, 0.658, -0.003]],
  "e_homo_ev": -10.0,
  "smiles": "O=C=NO.N=C=O",
  "e_lumo_ev": 0.0
}


B) {
  "formula": "C2H2N2O3",
  "method": "wB97M-V/def2-TZVPD",
  "elements": ["H", "O", "N", "O", "C", "N", "H", "C", "O"],
  "coordinates": [[-2.349, 1.347, -0.743], [2.116, -0.872, 0.020], [-0.487, 1.618, -0.147], [0.722, 0.878, 0.556], [0.886, -0.475, 0.220], [-0.202, -1.172, -0.218], [-0.116, -2.271, -0.127], [-1.515, 0.808, -0.254], [-1.456, -0.531, -0.122]],
  "e_homo_ev": -10.3,
  "smiles": "O=C1NOC=NO1",
  "e_lumo_ev": 0.0
}


On energetic grounds, A) is preferred over the next structure by 0.0620 hartree.


A) {
  "formula": "C22H16BeCl3GeN3O3",
  "method": "wB97M-V/def2-TZVPD",
  "elements": ["C", "Ge", "H", "C", "C", "H", "O", "N", "O", "H", "C", "C", "C", "C", "H", "C", "N", "N", "H", "C", "H", "H", "C", "H", "C", "H", "Cl", "C", "C", "C", "Be", "H", "C", "H", "H", "C", "H", "O", "C", "H", "Cl", "Cl", "C", "C", "H", "C", "C", "C", "H"],
  "coordinates": [[1.375, -5.115, 1.676], [-2.319, -0.261, 1.577], [0.633, -0.709, 2.713], [-0.951, 5.805, 3.077], [-0.351, -1.325, 0.902], [1.827, -2.945, -4.732], [0.485, 1.504, 0.953], [1.896, -6.123, 1.868], [1.346, -0.386, -1.087], [-1.639, -0.430, -4.522], [0.913, -0.811, -2.258], [0.744, -3.842, 1.440], [-0.297, -0.350, -2.853], [0.135, 4.963, 3.266], [2.778, -2.389, -0.508], [0.029, -1.750, -4.786], [-0.794, 1.024, -1.014], [-1.270, 2.160, -0.382], [3.630, -0.984, -1.171], [-0.484, 2.330, 0.658], [1.114, 3.156, 2.611], [-1.329, -2.310, -0.751], [0.443, -1.538, 2.038], [-2.757, 6.155, 1.968], [-0.715, -0.817, -4.105], [0.870, 5.185, 4.029], [-2.940, -1.998, 2.847], [-0.668, 3.533, 1.503], [-1.759, 4.378, 1.317], [0.275, 3.827, 2.481], [0.356, 0.268, -0.070], [4.353, -2.606, -1.307], [1.669, -1.755, -2.996], [-2.488, 4.124, 0.559], [-1.061, 6.692, 3.689], [1.006, -2.774, 2.300], [-1.798, 1.277, -2.784], [2.851, -2.305, -2.595], [-0.667, -2.431, 0.101], [-0.297, -2.130, -5.746], [-3.358, 1.431, 2.687], [-3.673, -0.582, -0.161], [-0.111, -3.673, 0.349], [1.216, -2.212, -4.219], [-0.323, -4.515, -0.298], [-1.899, 5.508, 2.105], [-1.061, 0.712, -2.217], [3.422, -2.041, -1.316], [1.642, -2.925, 3.163]],
  "total_charge": -1,
  "e_homo_ev": [-4.1, -5.4],
  "e_lumo_ev": [2.4, 1.4],
  "spin_multiplicity": 2
}


B) {
  "formula": "C22H16BeCl3GeN3O3",
  "method": "wB97M-V/def2-TZVPD",
  "elements": ["O", "H", "H", "N", "Be", "C", "C", "Ge", "H", "C", "N", "C", "H", "H", "C", "Cl", "Cl", "H", "H", "C", "O", "C", "H", "H", "C", "H", "C", "C", "Cl", "C", "C", "H", "C", "C", "H", "C", "C", "C", "C", "C", "H", "C", "O", "N", "H", "C", "C", "H", "H"],
  "coordinates": [[0.229, 0.115, 2.042], [4.384, 2.071, -0.653], [0.104, 3.488, -1.408], [-0.978, -1.773, 1.541], [-0.140, 0.364, 0.454], [3.794, 1.183, -0.462], [1.004, -2.773, 6.064], [0.565, -0.290, -2.591], [-2.933, -1.867, -0.140], [-2.566, 0.022, -1.218], [-1.199, -0.951, 0.443], [-3.650, -0.169, -2.083], [1.288, -3.192, 7.021], [-0.689, 5.078, -1.441], [-2.236, -1.043, -0.287], [0.758, 1.696, -3.566], [-0.887, -1.335, -3.956], [-4.911, 0.711, -3.572], [-4.133, -1.139, -2.110], [-0.057, -3.021, 3.916], [-0.907, 1.503, -0.292], [1.321, -1.457, 5.754], [1.734, -2.016, 0.223], [1.924, 2.140, -0.849], [-0.175, -1.088, 2.322], [1.857, -0.845, 6.469], [2.304, -1.112, 0.029], [-2.379, 2.316, -1.970], [2.444, -1.254, -3.307], [-0.816, 4.026, -1.192], [0.250, -1.698, 3.608], [-0.595, -3.617, 3.191], [-3.436, 2.085, -2.827], [4.430, -0.004, -0.109], [-3.749, 2.911, -3.454], [3.679, -1.157, 0.139], [2.411, 1.213, -0.562], [-1.897, 1.277, -1.133], [0.319, -3.554, 5.139], [-4.082, 0.851, -2.891], [1.188, 0.099, 4.265], [0.949, -0.924, 4.528], [-1.887, 3.586, -2.019], [7.012, -0.090, 0.100], [-1.051, 3.924, -0.134], [5.867, -0.049, 0.001], [1.639, 0.080, -0.296], [0.076, -4.583, 5.376], [4.185, -2.074, 0.416]],
  "total_charge": -1,
  "e_homo_ev": [-4.8, -5.2],
  "e_lumo_ev": [2.5, 0.7],
  "spin_multiplicity": 2
}


On energetic grounds, A) is preferred over the next structure by 0.0048 hartree.